50
Properties=species:S:1:pos:R:3:lowdin_spin:R:1 method="wB97M-V/def2-TZVPD" energy_ev=-105362.94529 homo_lumo_gap_ev="8.369 / 5.825" multiplicity=5 e_above_lowest_kcal_mol=0.0 homo_energy_ev="-14.250 / -15.006" total_charge=+2 molar_mass_g_mol=558.8
Pd 1.5026 0.1204 0.5787 1.0659
S 1.3606 -0.8993 2.7321 0.6593
C 0.0230 -1.9467 2.7911 0.1004
C -0.1406 -2.7299 3.9581 0.1166
C -1.2183 -3.5857 4.0729 0.0035
C -2.1461 -3.6794 3.0418 0.1408
C -2.0025 -2.9168 1.8737 0.0334
C -0.9369 -2.0550 1.7488 0.1002
As -0.6492 -1.0618 0.1369 0.2768
C -0.8392 0.8162 0.5573 0.0752
C -0.7157 1.7298 -0.5136 0.0606
C -0.9408 3.0764 -0.2997 -0.0042
C -1.2845 3.5233 0.9719 0.0823
C -1.4087 2.6304 2.0382 0.0006
C -1.1842 1.2856 1.8418 0.0569
C -1.9517 -1.5685 -1.1640 0.0698
C -1.7718 -2.7803 -1.8312 0.0148
C -2.7178 -3.1815 -2.7604 -0.0007
C -3.8171 -2.3733 -3.0232 0.0135
C -3.9833 -1.1642 -2.3603 0.0031
C -3.0477 -0.7483 -1.4255 0.0208
H 0.5888 -2.6467 4.7532 0.0036
H -1.3368 -4.1846 4.9652 -0.0020
H -2.9887 -4.3516 3.1345 0.0065
H -2.7299 -3.0113 1.0771 0.0001
H -0.4613 1.3728 -1.5056 0.0013
H -0.8568 3.7767 -1.1193 -0.0015
H -1.4629 4.5777 1.1373 0.0039
H -1.6895 2.9931 3.0174 -0.0009
H -1.3010 0.5923 2.6648 0.0030
H -0.9115 -3.4076 -1.6281 0.0022
H -2.5960 -4.1205 -3.2827 -0.0002
H -4.5506 -2.6889 -3.7529 0.0007
H -4.8446 -0.5444 -2.5694 0.0005
H -3.1813 0.1905 -0.9031 0.0014
C 3.8701 1.8830 -2.8358 0.0041
C 3.3019 1.5231 -1.5084 0.0173
N 2.3269 0.7039 -1.3658 0.0380
O 1.8155 0.2461 -2.5688 0.0010
C 3.8568 2.1366 -0.2799 0.0109
C 4.9879 3.1164 -0.3209 0.0115
N 3.3105 1.7824 0.8229 0.3574
O 3.5292 2.1062 1.9903 0.6424
H 3.8201 1.0361 -3.5149 0.0005
H 4.8966 2.2240 -2.7423 0.0003
H 3.2819 2.6924 -3.2772 0.0014
H 1.3638 -0.5814 -2.3575 0.0050
H 4.7840 3.9087 -1.0409 -0.0006
H 5.9151 2.6218 -0.6150 -0.0018
H 5.1317 3.5618 0.6603 0.0044